Entry 1:
DFT (wB97M-V/def2-TZVPD) results for the ion CH4N with charge +1 at a distorted geometry.

Last column: Löwdin charge in e.
CARTESIAN COORDINATES (ANGSTROEM)
C -0.366 -0.621 0.108  0.234
N 0.293 0.541 -0.141  0.174
H -1.298 -0.328 0.655  0.142
H 0.088 -1.573 -0.355  0.164
H 1.251 0.560 -0.478  0.148
H 0.107 1.281 0.518  0.138

Results
Total charge: +1
SMILES string: C=[NH2+]
ΔE to the lowest compared entry with this formula, charge and spin, eV: 0.736
HOMO-LUMO gap, hartree: 0.4826


Entry 2:
DFT (wB97M-V/def2-TZVPD) results for a cluster of 3 separate species, C36H79N4O2 in total at a distorted geometry.

Last column: Löwdin charge in e.
CARTESIAN COORDINATES (ANGSTROEM)
C 4.589 -2.470 0.669  -0.103
C 4.172 -1.769 -0.629  -0.250
C 5.035 -0.501 -0.817  -0.209
C 4.322 0.553 -1.698  -0.191
C 3.892 1.828 -0.953  -0.194
C 2.374 1.921 -0.730  -0.202
C 1.987 1.536 0.721  -0.194
C 1.903 2.780 1.635  -0.203
C 0.487 3.048 2.142  -0.203
C -0.529 3.151 0.991  -0.219
C -1.703 4.017 1.423  -0.194
C -2.878 3.995 0.430  -0.162
C -4.139 3.342 1.001  -0.226
C -3.819 1.893 1.404  -0.022
C -4.510 1.074 0.371  -0.255
N -4.339 -0.275 0.137  0.182
N -5.332 1.821 -0.287  0.207
C -5.371 3.221 0.072  -0.215
C -5.481 4.185 -1.114  -0.129
C -6.086 3.571 -2.375  -0.183
C -7.524 3.032 -2.184  -0.189
C -7.779 1.636 -2.789  -0.192
C -8.675 0.743 -1.892  -0.203
C -8.284 -0.712 -2.051  -0.224
C -9.113 -1.701 -1.214  -0.189
C -9.411 -1.255 0.220  -0.210
C -8.195 -0.781 1.006  -0.212
C -8.510 0.138 2.223  -0.215
C -9.843 -0.110 2.898  -0.263
C -9.838 -1.408 3.723  -0.090
H 4.378 -3.533 0.608  0.065
H 5.641 -2.315 0.887  0.056
H 4.026 -2.111 1.527  0.067
H 3.141 -1.435 -0.555  0.094
H 4.335 -2.429 -1.475  0.092
H 5.232 -0.122 0.183  0.094
H 5.963 -0.772 -1.306  0.097
H 4.995 0.834 -2.502  0.102
H 3.470 0.075 -2.173  0.096
H 4.421 1.934 -0.012  0.105
H 4.179 2.678 -1.566  0.102
H 1.859 1.220 -1.380  0.097
H 2.017 2.921 -0.953  0.091
H 1.044 0.997 0.718  0.091
H 2.741 0.844 1.087  0.099
H 2.262 3.655 1.102  0.110
H 2.577 2.643 2.476  0.107
H 0.489 4.006 2.658  0.111
H 0.221 2.243 2.823  0.117
H -0.034 3.560 0.114  0.118
H -0.855 2.140 0.750  0.092
H -2.048 3.632 2.384  0.115
H -1.339 5.025 1.580  0.120
H -2.573 3.430 -0.456  0.125
H -3.079 5.001 0.077  0.114
H -4.370 3.922 1.886  0.150
H -4.274 1.631 2.360  0.155
H -2.771 1.618 1.436  0.121
H -3.633 -0.387 -0.595  0.138
H -5.200 -0.633 -0.279  0.093
H -5.884 1.363 -1.013  0.147
H -6.202 3.493 0.718  0.156
H -6.036 5.076 -0.851  0.130
H -4.491 4.540 -1.386  0.101
H -5.446 2.741 -2.671  0.100
H -6.066 4.270 -3.197  0.118
H -7.869 3.067 -1.153  0.102
H -8.175 3.705 -2.733  0.114
H -8.171 1.704 -3.797  0.119
H -6.816 1.121 -2.876  0.088
H -8.565 1.091 -0.868  0.086
H -9.700 0.900 -2.207  0.127
H -7.224 -0.873 -1.834  0.090
H -8.405 -0.997 -3.093  0.119
H -8.630 -2.672 -1.255  0.111
H -10.071 -1.829 -1.713  0.113
H -9.801 -2.125 0.742  0.115
H -10.224 -0.536 0.204  0.108
H -7.545 -0.208 0.359  0.052
H -7.675 -1.653 1.388  0.111
H -7.690 0.022 2.931  0.106
H -8.451 1.166 1.859  0.095
H -10.682 -0.062 2.218  0.093
H -9.991 0.705 3.602  0.104
H -10.857 -1.768 3.830  0.074
H -9.220 -2.182 3.281  0.066
H -9.484 -1.180 4.721  0.071
C 9.016 -3.985 -2.257  -0.068
C 7.498 -3.859 -2.343  -0.435
C 6.753 -5.177 -2.086  -0.210
O 6.770 -6.086 -3.169  -0.188
C 7.931 -6.892 -3.264  -0.102
N 7.142 -3.271 -3.639  0.044
H 9.439 -4.469 -3.136  0.066
H 9.471 -2.996 -2.187  0.072
H 9.314 -4.554 -1.374  0.079
H 7.186 -3.158 -1.561  0.117
H 5.697 -4.940 -1.924  0.115
H 7.112 -5.664 -1.170  0.122
H 8.324 -7.151 -2.277  0.091
H 8.708 -6.398 -3.853  0.076
H 7.653 -7.810 -3.781  0.088
H 6.141 -3.092 -3.657  0.065
H 7.273 -3.989 -4.347  0.071
C 10.353 0.490 2.497  -0.069
C 10.047 -0.494 1.372  -0.430
C 8.557 -0.840 1.245  -0.215
O 8.074 -1.752 2.215  -0.201
C 7.719 -1.178 3.459  -0.104
N 10.878 -1.688 1.548  0.044
H 10.314 0.017 3.478  0.065
H 11.357 0.895 2.377  0.077
H 9.651 1.327 2.491  0.077
H 10.343 -0.016 0.433  0.136
H 8.408 -1.340 0.282  0.110
H 7.936 0.066 1.229  0.116
H 7.297 -0.176 3.336  0.090
H 8.577 -1.136 4.134  0.076
H 6.966 -1.820 3.916  0.087
H 10.758 -2.300 0.746  0.066
H 10.492 -2.220 2.324  0.071

Results
Total charge: +1
HOMO-LUMO gap, hartree: 0.2537


Entry 3:
DFT (wB97M-V/def2-TZVPD) results for a structure of composition C3H4LiO4Pt at a distorted geometry.

Last column: Mulliken spin population.
CARTESIAN COORDINATES (ANGSTROEM)
O -0.161 -0.210 -0.545  0.020
C 1.108 -0.418 0.074  0.045
C -1.239 0.154 0.082  -0.014
O 1.417 -1.587 0.133  0.063
O 1.688 0.623 0.441  0.054
C -2.304 0.846 -0.617  0.006
Li 2.667 -2.888 0.474  -0.002
H -3.147 0.164 -0.782  0.000
H -1.939 1.156 -1.606  -0.002
Pt 2.346 2.020 -0.370  2.827
O -1.292 0.436 1.347  0.002
H -2.130 0.079 1.745  0.000
H -2.625 1.486 0.366  0.001

Results
Total charge: +2
2S+1: 4
ΔE to the lowest compared entry with this formula, charge and spin, eV: 1.539
HOMO-LUMO gap (spin up / spin down), hartree: 0.2285 / 0.3082
<S²>: 3.755


Entry 4:
DFT (wB97M-V/def2-TZVPD) results for a cluster of 2 separate species, C4H9INO in total at a distorted geometry.

Last column: Löwdin charge in e.
CARTESIAN COORDINATES (ANGSTROEM)
C -0.857 -1.634 -0.326  -0.094
C -1.384 -0.231 -0.692  -0.086
C -0.106 -0.949 0.828  -0.089
C -0.186 1.518 0.469  -0.063
N -0.567 0.299 0.302  -0.036
O -0.740 2.471 -0.203  0.214
I 3.922 -0.141 0.039  0.423
H -1.439 -2.451 0.102  0.122
H -0.333 -1.999 -1.200  0.116
H -1.147 0.041 -1.772  0.181
H -2.353 -0.272 -0.362  0.116
H -0.581 -1.345 1.849  0.193
H 0.893 -1.205 0.754  0.061
H 0.578 1.612 1.116  0.137
H 4.907 0.884 -0.640  -0.351
H -0.608 3.402 -0.264  0.154

Results
Total charge: +1
ΔE to the lowest compared entry with this formula, charge and spin, eV: 1.941
HOMO-LUMO gap, hartree: 0.3362


Entry 5:
DFT (wB97M-V/def2-TZVPD) results for a cluster of 10 separate species, C14H48N10O10 in total at a distorted geometry.

Last column: Löwdin charge in e.
CARTESIAN COORDINATES (ANGSTROEM)
N 13.086 -2.726 -13.846  0.166
C 12.961 -1.412 -14.005  -0.615
N 13.676 -0.957 -14.948  0.171
O 11.970 -0.639 -13.467  -0.106
H 12.630 -3.105 -13.061  0.097
H 13.154 -3.370 -14.616  0.116
H 13.615 0.043 -15.046  0.127
H 14.579 -1.559 -15.058  0.183
N 6.084 -1.521 -17.793  0.148
C 6.490 -0.516 -18.511  -0.647
N 5.830 0.615 -18.219  0.176
O 7.083 -0.740 -19.685  -0.105
H 6.401 -2.423 -18.137  0.117
H 5.437 -1.436 -17.007  0.071
H 6.160 1.301 -18.893  0.106
H 5.695 0.816 -17.247  0.020
N 8.232 -0.927 -10.664  0.144
C 9.185 -0.979 -11.541  -0.573
N 9.896 0.086 -11.726  0.192
O 9.517 -2.164 -12.266  -0.141
H 7.802 -1.828 -10.421  0.152
H 8.101 -0.219 -9.950  0.140
H 10.637 0.066 -12.411  0.059
H 9.906 0.784 -10.959  0.145
N 10.897 0.639 -19.251  0.142
C 10.251 0.913 -18.141  -0.595
N 10.690 0.211 -17.112  0.163
O 9.211 1.824 -18.090  -0.113
H 10.397 0.986 -20.079  0.128
H 11.487 -0.149 -19.430  0.098
H 10.229 0.197 -16.151  0.072
H 11.408 -0.483 -17.199  0.088
N 3.649 -0.673 -16.252  0.132
C 4.457 -0.065 -15.446  -0.673
N 4.712 -0.757 -14.455  0.240
O 4.887 1.189 -15.763  -0.077
H 3.546 -0.260 -17.224  0.157
H 3.034 -1.492 -16.149  0.141
H 4.516 -1.664 -14.516  0.079
H 5.222 -0.437 -13.606  0.108
C 6.036 3.693 -17.330  -0.091
C 7.069 3.231 -16.288  -0.357
O 6.550 3.538 -15.055  -0.085
H 6.045 4.787 -17.510  0.065
H 4.937 3.680 -17.155  0.082
H 6.255 3.353 -18.343  0.052
H 8.076 3.751 -16.369  0.132
H 7.237 2.171 -16.355  0.045
H 7.333 3.574 -14.543  0.024
C 11.307 3.275 -13.210  -0.062
C 9.811 3.288 -12.945  -0.297
O 9.214 2.719 -14.086  -0.080
H 11.663 3.439 -12.181  0.076
H 11.613 4.045 -13.935  0.088
H 11.759 2.347 -13.479  0.047
H 9.422 4.230 -12.586  0.124
H 9.543 2.592 -12.261  0.030
H 9.414 1.798 -14.136  0.019
C 10.151 -3.317 -15.124  -0.091
C 9.911 -4.166 -16.321  -0.322
O 11.080 -4.195 -17.146  -0.083
H 10.771 -3.915 -14.451  0.072
H 9.262 -3.158 -14.572  0.048
H 10.579 -2.270 -15.317  0.094
H 9.051 -3.817 -16.832  0.088
H 9.594 -5.194 -16.102  0.116
H 10.823 -4.468 -18.038  0.086
C 6.178 1.824 -12.392  -0.094
C 5.368 0.933 -11.466  -0.273
O 5.847 -0.362 -11.794  -0.129
H 7.281 1.885 -12.080  0.087
H 5.734 2.810 -12.509  0.079
H 6.308 1.551 -13.465  0.051
H 4.289 1.003 -11.686  0.125
H 5.630 1.303 -10.485  0.100
H 6.729 -0.610 -11.554  0.002
C 8.159 -0.196 -15.032  -0.075
O 9.500 0.162 -14.717  -0.158
H 8.118 -0.720 -16.015  0.095
H 7.476 0.684 -15.103  0.078
H 7.821 -0.835 -14.284  0.056
H 9.849 -0.566 -14.272  0.001

Results
Total charge: 0
SMILES string: NC(N)=O.NC(N)=O.NC(N)=O.NC(N)=O.NC(N)=O.CCO.CCO.CCO.CCO.CO
ΔE to the lowest compared entry with this formula, charge and spin, eV: 9.062
HOMO-LUMO gap, hartree: 0.3058


Energy / a.u.: -94.9349; -1788.2874; -543.6820; -585.1596; -1862.0637